Formula: C3H6N2O
Source: the OMol25 dataset
Level of theory: wB97M-V/def2-TZVPD

As for the LUMO energy: -0.18 eV. The frontier orbital gap is 0.3410 hartree. Its total charge is 0. Its total energy is -302.50518 Ha. Its energy relative to the best compared isomer or geometry (same formula, charge and spin) is 117.9 kcal/mol.

Each line ends with the natural charge from an NBO analysis.
Atoms and positions in Å:
1 C -2.02930 -0.61908 -0.11910  -0.71
2 C -0.39922 -0.33989 -0.53908  0.56
3 C 0.58100 0.09156 0.64401  0.31
4 H -2.68420 0.16012 -0.60228  0.24
5 H -2.25925 -1.69782 -0.65844  0.23
6 H -2.21728 -0.67206 0.94483  0.23
7 H 2.29080 1.70488 0.34955  0.40
8 H 0.98827 1.76080 -0.96788  0.40
9 H 1.39547 0.22484 2.32245  0.35
10 N 1.51091 0.81629 -0.06217  -0.84
11 N 0.60693 -0.18772 1.85631  -0.64
12 O -0.15669 -0.08454 -1.73278  -0.52


Formula: C2H3N2O2
Source: the OMol25 dataset
Level of theory: wB97M-V/def2-TZVPD

As for the LUMO energy (alpha / beta): 4.51 / 4.51 eV. The frontier orbital gap (alpha / beta) is 0.2383 / 0.2378 hartree. Its total charge is -1. Its total energy is -337.87325 Ha. Its energy relative to the best compared isomer or geometry (same formula, charge and spin) is 85.4 kcal/mol.

Each line ends with the natural charge from an NBO analysis.
Atoms and positions in Å:
1 C 0.67337 0.98205 0.11365  -0.06
2 C 0.63715 -0.56649 -0.00155  -0.15
3 N -0.32302 1.68511 0.05449  -0.57
4 N -1.62562 -0.24681 -0.45855  0.31
5 O -2.73009 -0.31082 0.07163  -0.44
6 O -0.63573 -1.00968 0.30205  -0.45
7 H 1.72476 1.34000 0.24039  0.06
8 H 0.95099 -0.82901 -1.03011  0.15
9 H 1.32821 -1.04435 0.70800  0.16


Formula: C10H15N3O2
Source: the OMol25 dataset
Level of theory: wB97M-V/def2-TZVPD

As for the LUMO energy: 0.46 eV. The frontier orbital gap is 0.3448 hartree. Its total charge is 0. Its total energy is -704.67120 Ha. Its energy relative to the best compared isomer or geometry (same formula, charge and spin) is 118.5 kcal/mol.

Each line ends with the natural charge from an NBO analysis.
Atoms and positions in Å:
1 C 1.98405 -3.13106 -0.82234  0.02
2 C 2.02340 -2.55082 0.53399  0.02
3 C 0.59344 -1.40209 -1.46728  0.14
4 C 0.52332 -1.06984 -0.15343  0.24
5 C -2.07821 -0.21336 0.15917  0.76
6 C 0.18907 -0.60481 -2.63003  -0.66
7 C -0.61152 -0.26971 2.11387  -0.72
8 C -1.35263 2.54375 0.88245  -0.44
9 C 0.90618 2.03880 0.28598  -0.41
10 C -0.75994 0.23295 0.73435  0.10
11 N 1.32334 -2.53862 -1.72685  -0.39
12 N 1.28355 -1.51898 0.76120  -0.45
13 N -0.51110 1.53134 0.28817  -0.53
14 O -2.36930 0.46017 -1.03378  -0.71
15 O -2.79001 -1.10975 0.52257  -0.56
16 H 2.66549 -3.97312 -1.03865  0.20
17 H 2.78316 -2.87868 1.28812  0.20
18 H -0.78798 -0.02532 -2.59298  0.25
19 H 1.01129 0.16119 -2.70538  0.22
20 H 0.38675 -1.09809 -3.53094  0.24
21 H -0.48945 0.51625 2.87125  0.21
22 H -1.57108 -0.80041 2.37820  0.25
23 H 0.25038 -0.88035 1.95834  0.27
24 H -0.85174 3.53266 0.61971  0.21
25 H -2.45373 2.63815 0.54113  0.22
26 H -1.43041 2.63479 2.05585  0.19
27 H 1.59950 1.18645 0.07325  0.22
28 H 1.10149 2.83489 -0.50141  0.21
29 H 1.20875 2.57203 1.24481  0.19
30 H -1.77601 1.18156 -1.10933  0.49


Formula: C4H10O2
Source: the OMol25 dataset
Level of theory: wB97M-V/def2-TZVPD

As for the LUMO energy: 0.78 eV. The frontier orbital gap is 0.3022 hartree. Its total charge is 0. Its total energy is -308.72015 Ha. Its energy relative to the best compared isomer or geometry (same formula, charge and spin) is 111.7 kcal/mol.

Each line ends with the natural charge from an NBO analysis.
Atoms and positions in Å:
1 C 2.12839 -1.00407 -0.32382  -0.25
2 O 1.22738 -0.20396 0.39915  -0.60
3 C 0.56156 0.78597 -0.42815  -0.18
4 C -0.49501 1.52244 0.32215  -0.33
5 C -2.34617 -0.17631 0.22179  -0.25
6 O -1.24780 0.26300 1.03477  -0.53
7 H 1.62123 -1.56898 -1.12291  0.16
8 H 2.91660 -0.39263 -0.78802  0.17
9 H 2.59236 -1.70696 0.37320  0.19
10 H 0.16757 0.24421 -1.30849  0.15
11 H 1.29116 1.52217 -0.79758  0.20
12 H -0.04072 1.92835 1.23720  0.14
13 H -2.88410 -0.96387 0.75475  0.19
14 H -1.98663 -0.53343 -0.74754  0.19
15 H -2.96151 0.70864 0.07692  0.23
16 H -0.54432 -0.42458 1.09658  0.52